[1]
Molecular formula: C6H12O
Method: DFT, ωB97M-V with the def2-TZVPD basis set

- multiplicity = 1
- HOMO-LUMO gap (eV) = 10.2906
- SMILES string = C1=CC1.CCCO
- energy above the lowest of the compared OMol25 structures with the same formula, charge and spin (kJ/mol) = 322.4
- F_max (Eh/bohr) = 0.00716
- E (eV) = -8461.013

Each line ends with the Löwdin charge.
Geometry (Å):
O1 0.5823 -0.4611 -1.9346  -0.08
C1 2.5829 -0.5366 0.6715  -0.15
C2 1.7409 0.3274 1.5692  -0.08
C3 -1.0671 0.7775 -0.6115  -0.25
C4 1.5597 -0.9462 1.6948  -0.08
C5 -2.3680 0.6570 0.1770  -0.11
C6 -0.5989 -0.5630 -1.1609  -0.29
H1 -1.4098 -1.0343 -1.7414  0.12
H2 3.6459 -0.6656 0.8964  0.07
H3 1.0602 -1.7759 2.1714  0.09
H4 -1.2053 1.4789 -1.4478  0.11
H5 -3.1711 0.2471 -0.4472  0.07
H6 1.4999 1.3382 1.8613  0.09
H7 -0.3531 -1.2392 -0.3342  0.11
H8 2.3358 -0.6037 -0.3899  0.06
H9 0.4377 0.2192 -2.6040  0.09
H10 -2.2440 -0.0070 1.0403  0.07
H11 -0.2714 1.1899 0.0205  0.09
H12 -2.7003 1.6308 0.5501  0.07

Atoms 1-6, force components in eV/Å:
0.0 0.2 -0.3
0.3 -0.1 -0.3
-0.1 -0.2 0.1
0.1 0.1 0.0
0.0 0.2 0.1
-0.1 0.0 0.0

=====

[2]
Molecular formula: C3H28NO13
Method: DFT, ωB97M-V with the def2-TZVPD basis set

- multiplicity = 1
- HOMO-LUMO gap (eV) = 9.1803
- energy above the lowest of the compared OMol25 structures with the same formula, charge and spin (kJ/mol) = 125.9
- F_max (Eh/bohr) = 0.04793
- E (eV) = -31677.311
- net charge = -1

Each line ends with the Löwdin charge.
Geometry (Å):
O1 3.3245 -1.0696 2.5008  -0.06
O2 -1.7135 1.9680 -3.1001  -0.08
O3 1.9784 -3.0518 0.1645  -0.09
O4 -1.0115 -2.6694 -0.6808  -0.06
O5 2.7331 2.6514 -0.1456  -0.06
O6 -1.1934 -2.0618 4.2635  -0.10
O7 -0.1992 2.2139 -0.6946  -0.04
O8 -2.2054 -2.3568 1.7295  -0.07
O9 1.8759 1.8920 -2.7918  -0.07
O10 -0.7135 0.0560 -0.9877  -0.11
O11 0.5597 -0.7629 -3.2656  -0.08
O12 2.7610 -1.2603 -1.7164  -0.07
O13 -3.3588 -0.2484 -0.3139  -0.06
N1 -0.6716 2.0138 2.0565  -0.11
C1 -0.4655 0.8085 1.2287  -0.12
C2 -1.9836 2.1696 2.6333  -0.16
C3 -0.5424 1.0879 -0.2626  -0.58
H1 2.4917 -1.0624 2.9692  0.02
H2 -3.6817 0.6412 -0.4721  0.04
H3 2.2470 -1.2465 -2.5568  0.03
H4 -2.8408 2.0655 1.9118  0.08
H5 -2.4821 -0.3443 -0.7410  0.01
H6 0.0697 -0.5539 -2.4472  -0.01
H7 -1.5644 -2.0027 3.3534  -0.02
H8 -2.1992 1.6104 3.5374  0.07
H9 2.6778 -0.3250 -1.4897  0.03
H10 0.9728 0.0734 -3.5297  0.02
H11 -1.2711 0.1010 1.3913  0.09
H12 1.2504 2.0952 -2.0669  0.00
H13 0.5139 0.3823 1.4511  0.12
H14 -1.5469 1.0578 -3.3685  0.02
H15 1.0748 -2.7380 0.2946  0.00
H16 2.6302 1.9461 -2.1769  0.03
H17 -0.5321 2.7705 1.3848  0.08
H18 -1.0396 2.0965 -2.4021  -0.01
H19 -1.5436 -2.5079 1.0283  0.01
H20 -0.4382 -2.6391 4.1100  0.02
H21 3.4967 -1.8298 1.9429  0.02
H22 -0.8655 -1.7235 -0.9161  0.02
H23 -2.8337 -1.7055 1.3908  0.03
H24 2.6069 2.3878 0.7737  0.05
H25 -2.1584 3.2467 2.7824  0.07
H26 2.1540 -2.6979 -0.7359  0.00
H27 -0.3586 -3.1007 -1.2484  0.06
H28 1.8302 2.8973 -0.4068  0.02

Atoms 1-6, force components in eV/Å:
1.0 1.1 0.2
0.3 0.0 0.1
-0.3 -0.1 -0.6
0.7 0.4 -0.7
-0.3 0.1 0.1
0.2 0.0 -0.4